one:
24
Properties=species:S:1:pos:R:3:lowdin_charge:R:1 method="wB97M-V/def2-TZVPD" molar_mass_g_mol=144.12 homo_energy_ev=-10.27 smiles=O.O.O.O.O.O.O.O orbital_gap_ev=9.81 charge=0
O -25.200 19.572 -18.273 -0.0531
O -24.855 18.389 -11.602 -0.0575
O -27.828 22.002 -12.073 -0.0571
O -24.132 21.049 -10.697 -0.0646
O -26.377 21.254 -16.468 -0.0463
O -26.144 20.206 -13.750 -0.0405
O -28.007 18.460 -13.568 -0.0134
O -25.554 17.039 -13.578 -0.0191
H -26.048 20.270 -14.700 0.0155
H -28.439 17.960 -12.875 0.0911
H -28.656 18.509 -14.269 0.0923
H -24.503 20.421 -11.317 -0.0202
H -25.054 17.845 -12.364 -0.0545
H -25.902 19.693 -18.912 0.0273
H -23.811 20.512 -9.974 0.0223
H -26.854 21.717 -15.778 0.0589
H -26.356 21.871 -17.199 0.0638
H -26.401 17.432 -13.787 0.0120
H -27.925 21.422 -11.318 0.0251
H -25.375 20.226 -17.597 -0.0271
H -27.366 21.473 -12.724 -0.0247
H -25.564 16.195 -14.029 0.0775
H -26.807 19.528 -13.621 -0.0411
H -25.694 18.487 -11.151 0.0334

two:
24
Properties=species:S:1:pos:R:3:lowdin_charge:R:1 method="wB97M-V/def2-TZVPD" molar_mass_g_mol=144.12 homo_energy_ev=-11.25 smiles=O.O.O.O.O.O.O.O orbital_gap_ev=11.36 charge=0
O -23.130 -8.778 -10.174 -0.0560
O -23.151 -12.499 -7.632 -0.0526
O -27.187 -11.826 -11.960 -0.0557
O -20.666 -11.657 -12.219 -0.0533
O -26.573 -5.834 -10.515 -0.0538
O -19.124 -9.622 -6.381 -0.0544
O -22.168 -6.435 -5.938 -0.0549
O -18.731 -6.470 -11.722 -0.0550
H -22.399 -5.580 -6.301 0.0291
H -20.015 -9.276 -6.329 0.0234
H -21.061 -12.444 -11.844 0.0262
H -21.245 -11.418 -12.943 0.0285
H -28.045 -11.527 -12.260 0.0292
H -22.501 -13.078 -8.032 0.0278
H -23.005 -6.892 -5.849 0.0285
H -25.810 -6.391 -10.357 0.0237
H -26.569 -11.202 -12.340 0.0265
H -23.979 -12.749 -8.041 0.0284
H -17.886 -6.909 -11.820 0.0287
H -23.174 -9.593 -9.674 0.0229
H -19.144 -6.550 -12.582 0.0266
H -18.588 -8.868 -6.629 0.0283
H -26.515 -5.606 -11.443 0.0272
H -22.194 -8.594 -10.250 0.0308

Least stable structure: two

one:
24
Properties=species:S:1:pos:R:3:lowdin_charge:R:1 method="wB97M-V/def2-TZVPD" molar_mass_g_mol=144.12 homo_energy_ev=-10.72 smiles=O.O.O.O.O.O.O.O orbital_gap_ev=10.33 charge=0
O 10.365 4.196 5.995 -0.0390
O 6.809 6.328 1.900 -0.0785
O 8.367 4.474 3.524 -0.0491
O 10.227 3.424 1.070 -0.0645
O 7.708 1.350 2.933 -0.0671
O 4.931 4.859 4.689 -0.0411
O 6.622 2.536 5.424 -0.0521
O 12.414 5.893 4.902 -0.0767
H 7.072 7.159 2.307 0.0270
H 7.482 1.810 2.116 0.0366
H 9.932 2.630 1.531 0.0179
H 10.368 3.232 5.912 0.0728
H 9.014 4.778 4.178 0.0416
H 5.850 3.114 5.290 0.0191
H 13.237 5.395 4.914 0.0301
H 9.883 4.375 6.811 0.0660
H 7.673 4.045 4.045 0.0162
H 7.200 5.638 2.469 -0.0133
H 4.058 4.499 4.896 0.0577
H 9.733 4.140 1.491 0.0126
H 5.097 5.520 5.374 0.0594
H 11.731 5.264 5.199 -0.0170
H 7.292 1.871 3.643 -0.0160
H 6.599 2.299 6.358 0.0575

two:
24
Properties=species:S:1:pos:R:3:lowdin_charge:R:1 method="wB97M-V/def2-TZVPD" molar_mass_g_mol=144.12 homo_energy_ev=-10.77 smiles=O.O.O.O.O.O.O.O orbital_gap_ev=10.46 charge=0
O -1.498 1.468 0.686 -0.0355
O 2.094 -1.940 0.989 -0.0682
O 1.166 -1.426 -3.007 -0.0567
O 0.496 3.100 -0.676 -0.0602
O -0.163 -0.867 -0.238 -0.0424
O -0.511 -3.333 2.191 -0.0583
O -0.423 1.010 -3.453 -0.0386
O -0.823 0.596 4.008 -0.0443
H -0.875 1.555 3.960 0.0280
H -0.361 -0.764 -1.173 0.0335
H 2.388 -1.204 1.532 0.0334
H 0.178 -3.689 2.759 0.0340
H -0.101 -2.562 1.790 -0.0167
H 1.312 -1.605 0.518 -0.0236
H -0.696 -0.198 0.217 0.0175
H 1.705 -1.226 -2.236 0.0330
H -1.157 2.041 1.380 0.0622
H 0.171 1.444 -4.075 0.0631
H -2.398 1.776 0.530 0.0826
H -0.246 2.574 -0.354 -0.0192
H 0.695 2.723 -1.538 0.0178
H 0.573 -0.672 -3.117 -0.0247
H -0.291 0.327 3.254 0.0212
H -1.237 0.876 -3.949 0.0620

three:
24
Properties=species:S:1:pos:R:3:lowdin_charge:R:1 method="wB97M-V/def2-TZVPD" molar_mass_g_mol=144.12 homo_energy_ev=-10.24 smiles=O.O.O.O.O.O.O.O orbital_gap_ev=9.79 charge=0
O -1.446 2.691 0.254 -0.0540
O -2.722 1.031 2.107 -0.0676
O 1.069 3.545 0.915 -0.0657
O 2.782 -0.315 1.462 -0.0794
O 0.117 -0.360 0.328 -0.0548
O 1.097 -3.338 -0.903 -0.0531
O -1.446 -1.990 -1.240 -0.0488
O 2.509 -1.289 -2.759 -0.0629
H -2.092 -2.041 -0.514 0.0818
H 2.048 -1.678 -1.997 0.0002
H -1.845 3.531 -0.022 0.0936
H -1.937 -1.640 -1.998 0.0746
H -2.388 1.715 1.509 -0.0267
H -0.570 0.307 0.420 0.0065
H 1.043 -3.947 -0.155 0.0548
H 0.662 4.040 1.634 0.0307
H 1.963 -1.500 -3.521 0.0229
H 0.399 2.900 0.651 -0.0142
H -1.946 0.800 2.637 0.0455
H -1.918 2.017 -0.263 0.0728
H 2.572 0.139 2.282 0.0207
H -0.222 -1.005 -0.326 0.0026
H 2.001 -0.156 0.894 -0.0045
H 0.269 -3.455 -1.395 0.0251

Least stable structure: three

one:
9
Properties=species:S:1:pos:R:3:lowdin_charge:R:1 method="wB97M-V/def2-TZVPD" molar_mass_g_mol=78.06 homo_energy_ev=-10.30 orbital_gap_ev=11.29 charge=0
F -1.870 0.511 0.962 -0.0613
F 0.826 0.229 -1.845 -0.0614
C 0.749 -0.713 -0.754 -0.0879
C -0.086 -0.618 0.279 -0.0507
C -0.641 0.790 0.427 -0.1844
H -0.652 1.338 -0.488 0.1067
H 0.241 -1.437 0.902 0.1091
H -0.103 1.344 1.209 0.1268
H 1.537 -1.444 -0.692 0.1031

two:
9
Properties=species:S:1:pos:R:3:lowdin_charge:R:1 method="wB97M-V/def2-TZVPD" molar_mass_g_mol=78.06 homo_energy_ev=-10.54 smiles=F[C@@H]1C[C@@H]1F orbital_gap_ev=11.52 charge=0
F 0.741 1.674 -0.272 0.0249
F -1.031 0.834 1.391 0.0089
C -0.454 -0.417 -0.640 -0.0676
C -0.338 -0.218 0.776 -0.2559
C 0.648 0.332 -0.138 -0.3491
H 1.775 0.027 -0.230 0.1850
H 0.193 -0.981 1.431 0.1739
H -0.379 -1.453 -1.137 0.1509
H -1.156 0.201 -1.181 0.1289

three:
9
Properties=species:S:1:pos:R:3:lowdin_charge:R:1 method="wB97M-V/def2-TZVPD" molar_mass_g_mol=78.06 homo_energy_ev=-11.01 smiles=FC1(F)CC1 orbital_gap_ev=12.03 charge=0
F 0.905 -1.677 0.569 0.1274
F -1.064 -1.079 1.319 -0.0586
C 0.274 0.822 0.282 -0.0372
C -0.267 -0.060 -0.856 -0.0535
C 0.075 -0.664 0.398 -0.4768
H -1.337 0.178 -1.250 0.1552
H -0.396 1.491 0.735 0.0830
H 1.312 1.212 0.478 0.1285
H 0.500 -0.223 -1.675 0.1319

Least stable structure: two

one:
8
Properties=species:S:1:pos:R:3:lowdin_charge:R:1 method="wB97M-V/def2-TZVPD" molar_mass_g_mol=138.24 homo_energy_ev="-9.36 / -9.09" smiles="O=S(=S)=CC=S" orbital_gap_ev="6.43 / 6.32" charge=0
S 1.450 -0.338 -0.283 0.4791
S -0.851 0.831 2.046 0.7196
S 1.945 1.497 0.428 0.2840
O 1.894 -0.539 -1.652 -0.5207
C -0.341 -0.371 -0.363 -0.4042
C -1.184 0.015 0.607 -0.7061
H -2.242 -0.170 0.443 0.0708
H -0.671 -0.925 -1.227 0.0773

two:
8
Properties=species:S:1:pos:R:3:lowdin_charge:R:1 method="wB97M-V/def2-TZVPD" molar_mass_g_mol=138.24 homo_energy_ev=-8.85 smiles="OC(=S)C(=S)S" orbital_gap_ev=7.47 charge=0
S -2.205 0.208 -0.316 0.8328
S 0.880 1.750 0.219 0.8110
S 1.901 -1.041 -0.262 0.6627
O -0.763 -1.603 0.636 -0.1552
C -0.821 -0.394 -0.029 -1.0226
C 0.671 0.090 -0.105 -1.1730
H -1.758 -1.765 1.087 0.1885
H -0.471 1.753 0.364 -0.1442

Least stable structure: one